Entry 1:
C8H15NOOsP as an isolated structure, computed with ωB97M-V/def2-TZVPD.

XYZ file:
```
27
Properties=species:S:1:pos:R:3:forces:R:3:mulliken_spin:R:1
C 0.05746 0.04996 -1.53338 1.6 -2.9 -1.7 0.061
C -0.95268 -0.99523 -1.92706 1.1 0.6 1.7 0.324
C -0.61383 -2.25512 -1.42956 0.3 0.6 0.0 -0.037
C 0.68451 -2.24124 -0.90135 -0.6 2.3 0.6 0.339
C 1.21607 -0.86074 -0.78829 -1.3 0.1 -2.7 0.042
Os 0.69854 0.93004 0.26161 0.2 -1.6 0.2 3.093
P -0.44059 2.87387 0.20738 -0.3 1.9 0.3 0.043
H 0.33315 0.76599 -2.34713 -0.2 -0.5 0.8 0.015
H -1.84511 -0.77745 -2.47674 -0.4 0.2 -0.1 0.014
H -1.26304 -3.12119 -1.38470 0.1 0.1 -0.5 -0.001
H 2.28061 -0.70678 -1.02838 -0.4 0.0 0.0 0.006
H 1.19529 -3.12310 -0.58441 0.4 -0.3 0.3 0.021
H -1.56349 3.11549 1.10208 0.8 0.1 -0.6 0.000
H -0.98873 3.32499 -1.04451 0.4 -0.1 0.7 0.010
H 0.54491 3.90029 0.58983 -1.3 -0.4 -0.4 0.027
C -0.36426 -2.12714 4.01040 0.0 -0.1 -0.1 0.001
N -0.52133 -0.67103 3.90939 0.2 0.7 -0.9 0.006
C -0.73563 0.09595 5.14275 -0.2 0.5 0.2 -0.002
C -0.37774 0.01208 2.76911 0.2 -1.4 0.5 0.008
O -0.03600 -0.49947 1.65441 -0.7 0.2 2.0 0.034
H -0.45872 -2.39313 5.06810 0.0 0.0 -0.4 0.000
H 0.61833 -2.44411 3.64725 -0.2 0.1 0.0 0.000
H -1.14709 -2.64037 3.44241 0.2 0.1 0.1 0.000
H 0.06168 0.83830 5.27996 -0.1 -0.3 0.0 0.001
H -1.68961 0.63808 5.10159 0.2 -0.3 0.1 0.000
H -0.74407 -0.58421 5.99899 0.0 0.2 -0.3 0.000
H -0.53803 1.09328 2.83232 -0.1 -0.1 0.2 -0.006
```
Positions in Å, forces in eV/Å.

**Spin multiplicity**: 5
**HOMO level (alpha / beta)**: -0.3911 / -0.4292 Eh
**<S²>**: 6.056
**Net charge**: +1



Entry 2:
C8H15NOPRh as an isolated structure, computed with ωB97M-V/def2-TZVPD.

XYZ file:
```
27
Properties=species:S:1:pos:R:3:forces:R:3:mulliken_spin:R:1
C 0.63958 -0.59965 -3.17245 1.2 -1.0 -3.5 0.232
C -0.61632 -0.06498 -3.64654 0.6 -0.8 -3.0 0.008
C -0.69288 1.30744 -3.21502 0.5 1.9 -2.2 0.121
C 0.49867 1.60715 -2.43491 2.4 1.1 -2.2 0.152
C 1.31367 0.38593 -2.43406 2.5 1.7 -0.7 0.071
Rh -0.51477 0.11630 -1.69026 -6.2 -3.3 12.4 2.115
P 0.18756 -2.33610 -0.63991 -0.2 0.1 0.5 0.202
H 0.97120 -1.63022 -3.31560 -0.1 0.5 0.0 -0.012
H -1.32103 -0.60921 -4.27961 0.3 0.4 0.3 0.020
H -1.46557 2.01630 -3.48581 0.0 -0.2 0.1 0.028
H 2.24041 0.24185 -1.86627 -0.5 0.2 -0.4 0.001
H 0.76617 2.51940 -1.90745 -0.2 -0.3 -0.2 0.008
H 1.46210 -2.34592 0.01525 -0.5 -0.1 -0.3 0.012
H 0.32702 -3.48374 -1.48624 0.0 0.3 0.5 0.001
H -0.62808 -2.85415 0.42722 0.5 0.1 -0.5 0.015
C 1.08627 0.78169 2.82821 -0.8 -0.1 -0.1 -0.005
N -0.34520 0.57702 2.63043 1.5 0.5 3.2 0.145
C -1.16579 0.17621 3.75674 0.4 0.2 -0.7 0.083
C -0.87139 0.50799 1.41562 -3.9 -1.2 0.2 0.574
O -0.12399 0.60738 0.39529 2.2 0.2 -3.7 0.211
H 1.24160 0.84925 3.90593 0.2 0.1 -0.2 0.014
H 1.41656 1.70800 2.34240 0.0 -0.2 0.1 0.013
H 1.68284 -0.04740 2.42055 0.0 0.0 0.0 0.005
H -2.08347 0.77554 3.75327 0.0 0.0 0.2 0.013
H -1.45564 -0.88032 3.66541 0.0 -0.1 0.1 -0.029
H -0.59040 0.33708 4.66827 -0.3 0.0 0.0 0.014
H -1.95914 0.33718 1.34952 0.4 0.2 0.1 -0.011
```
Positions in Å, forces in eV/Å.

**Spin multiplicity**: 5
**HOMO level (alpha / beta)**: -0.1162 / -0.2908 Eh
**<S²>**: 6.014



Entry 3:
An isolated molecule of C8H15NOS, computed with ωB97M-V/def2-TZVPD.

XYZ file:
```
26
Properties=species:S:1:pos:R:3:forces:R:3:nbo_charge:R:1
C -0.53354 1.21440 1.25865 -0.3 -2.7 1.2 -0.427
C 1.07164 -0.11108 -0.83908 -0.3 0.5 -0.5 0.123
C -1.24033 0.60226 0.04233 -0.4 0.3 0.2 -0.215
C -0.29745 -0.48678 -0.42083 -0.7 -1.7 -2.6 -0.300
C -1.54026 1.63381 -1.04263 1.4 3.7 1.0 -0.608
C -0.02511 -3.00310 -0.00293 0.9 0.5 0.6 -0.613
C 0.95293 1.37576 1.09253 0.8 -1.1 0.2 -0.517
C -0.16594 -1.55385 0.65279 -3.4 -1.8 -1.5 -0.419
N 1.37307 0.30612 -1.98116 -1.4 -0.7 0.2 -0.605
O 3.38075 0.70499 -0.15163 0.2 -0.1 0.7 -0.959
S 2.28594 -0.03962 0.52881 -1.4 1.7 -0.8 1.144
H -0.97116 2.16537 1.40726 -0.3 1.2 0.7 0.232
H -2.22099 0.09338 0.31360 1.2 0.6 -0.1 0.216
H -0.74171 -0.90239 -1.43192 0.6 0.4 2.1 0.237
H -0.60470 2.40602 -1.15190 -2.1 -1.9 0.1 0.203
H -2.43975 2.33866 -0.86396 1.3 -1.4 0.1 0.218
H -1.66961 1.19385 -1.98947 -0.1 -0.6 -1.2 0.221
H -0.63407 -3.70039 0.59536 0.6 0.0 -0.2 0.217
H 1.04264 -3.40033 -0.17108 -1.6 0.7 0.5 0.217
H -0.49648 -2.93550 -0.98922 0.1 -0.1 0.2 0.211
H -0.64517 0.54079 2.18768 -0.4 1.2 -1.3 0.209
H 1.37782 1.69173 1.99890 0.6 0.5 1.3 0.217
H 1.17957 2.09686 0.37630 0.6 1.2 -1.5 0.218
H 0.43087 -1.27106 1.47455 1.2 -0.1 0.7 0.210
H -1.19843 -1.49833 1.09873 0.8 -0.7 -0.1 0.206
H 2.32946 0.53840 -1.99169 2.0 0.6 -0.2 0.366
```
Positions in Å, forces in eV/Å.

**HOMO level**: -0.3472 Eh



Entry 4:
An isolated molecule of C8H15NOS2, computed with ωB97M-V/def2-TZVPD.

XYZ file:
```
27
Properties=species:S:1:pos:R:3:forces:R:3:nbo_charge:R:1
C 1.06756 2.46649 -0.95469 2.3 2.3 1.2 -0.881
C -1.35255 1.68143 -1.63439 0.7 0.1 -1.9 -0.578
C -1.37137 0.20339 -1.68552 -3.5 -2.3 0.6 -0.416
C -0.43138 -0.58007 -0.80833 1.5 1.6 -0.7 -0.421
C -0.70781 -0.21513 0.65254 1.7 -2.0 0.5 -0.417
C 0.37340 -0.80451 1.59532 0.3 -0.8 0.1 -0.391
C 0.27223 -2.37453 1.54495 -2.2 1.8 0.4 -0.226
C 1.94346 -3.11464 3.23100 -0.5 -0.6 -1.8 0.247
H 2.23335 2.61557 -1.10264 -2.5 0.2 0.1 0.250
H 1.03436 1.66076 -0.24063 -0.4 -0.3 0.2 0.223
H 0.51793 3.42507 -0.54403 1.4 -1.8 -0.7 0.254
H -2.20771 2.08918 -2.23212 1.0 0.1 0.7 0.252
H -1.24501 2.02849 -0.63244 -0.5 0.7 0.5 0.214
H -1.39342 -0.17323 -2.70515 0.4 0.2 -0.3 0.220
H -2.41904 -0.22451 -1.30680 1.6 1.2 -0.7 0.195
H -0.55610 -1.60828 -1.19780 0.3 0.2 1.1 0.228
H 0.63391 -0.25026 -0.99370 -0.8 -0.7 -0.1 0.189
H -1.65621 -0.66909 0.91133 -0.5 0.5 0.4 0.211
H -0.60237 0.83090 0.91359 -0.8 0.4 -0.7 0.216
H 0.23109 -0.33442 2.59818 0.1 -0.9 -0.5 0.213
H 1.40203 -0.53898 1.26678 -0.6 0.1 0.1 0.200
H 0.36453 -2.64427 0.49764 0.3 -0.4 0.0 0.215
H -0.76372 -2.62491 1.86162 0.3 0.1 -0.5 0.202
N 1.09529 -3.11030 2.38699 1.7 -0.1 1.5 -0.434
O 0.06093 3.52039 -3.04528 0.1 0.2 -0.4 -0.978
S 0.27221 2.16535 -2.49016 -1.6 0.1 0.1 1.247
S 3.20443 -3.41991 4.11374 0.2 0.2 0.7 -0.034
```
Positions in Å, forces in eV/Å.

**HOMO level**: -0.3354 Eh



Entry 5:
An isolated molecule of C8H15NSSi, computed with ωB97M-V/def2-TZVPD.

XYZ file:
```
26
Properties=species:S:1:pos:R:3:forces:R:3:nbo_charge:R:1
C -2.14350 1.91051 0.27537 0.6 1.1 -2.5 -0.428
N -2.05665 0.56358 -0.18328 -2.3 -1.4 1.0 -0.360
C -3.01127 -0.40089 0.12808 4.0 -1.0 -2.2 -0.090
C -2.58488 -1.59536 -0.41459 -2.2 -0.3 0.3 -0.278
C -1.44173 -1.35420 -1.15512 0.1 2.1 0.7 -0.331
C -1.13244 -0.00459 -0.96858 2.1 -0.3 -1.7 0.066
S 0.34481 0.94373 -1.61769 -1.3 -1.6 0.8 -0.205
Si 1.74141 0.05707 -0.19161 -1.6 0.2 2.5 1.465
C 0.56590 -0.14648 1.53145 0.8 -0.8 -2.1 -1.032
C 3.06346 1.43806 -0.18759 -0.2 -0.1 1.4 -1.122
C 2.39529 -1.69522 -0.43691 -0.1 0.0 0.4 -1.148
H -3.04810 2.40177 -0.23370 1.0 -0.5 1.7 0.221
H -1.88552 2.00930 1.32481 -0.9 0.2 0.2 0.217
H -1.28498 2.32397 -0.26927 -0.2 0.7 0.4 0.231
H -3.77864 -0.26392 0.74432 -3.0 1.0 2.3 0.200
H -3.21727 -2.50130 -0.38054 0.8 0.5 0.0 0.221
H -0.92641 -2.03825 -1.72563 1.1 -1.2 -1.2 0.220
H 1.16109 -0.44675 2.36825 0.7 0.3 0.7 0.220
H -0.01972 0.71434 1.72510 -0.1 1.2 0.4 0.207
H -0.20525 -0.93794 1.52115 0.4 0.0 -0.8 0.239
H 2.86100 2.22054 -0.90629 -0.2 0.0 -0.4 0.246
H 3.05072 1.96440 0.80888 0.1 -0.6 -0.8 0.249
H 4.06684 1.05773 -0.36062 0.1 0.0 0.0 0.238
H 2.14523 -2.43271 0.33564 -0.5 0.6 0.2 0.254
H 1.85089 -2.02863 -1.31899 0.7 -0.4 -0.5 0.252
H 3.48972 -1.75881 -0.41263 -0.2 0.2 -1.0 0.247
```
Positions in Å, forces in eV/Å.

**HOMO level**: -0.2918 Eh
**SMILES string**: Cn1cccc1S[Si](C)(C)C



Entry 6:
C8H15O5Sn as an isolated structure, computed with ωB97M-V/def2-TZVPD.

XYZ file:
```
29
Properties=species:S:1:pos:R:3:forces:R:3:mulliken_spin:R:1
C -3.00168 -1.16788 -1.55864 0.3 -0.1 -0.4 -0.001
O -3.09432 -0.51201 -0.51609 -0.1 0.3 -0.4 0.003
C -2.61476 -1.02646 0.77235 0.0 -0.5 0.6 0.015
C -2.00589 0.11190 1.54505 -0.5 -0.2 0.5 -0.006
O -0.78828 0.56310 0.93837 -4.3 1.9 -1.7 -0.028
C -0.79891 1.87900 0.36538 -0.6 1.6 -0.4 0.002
C 0.01525 1.92989 -0.91061 0.5 0.7 -1.1 -0.050
O 0.31107 2.98078 -1.41590 -0.4 -1.3 0.6 0.005
H -2.55430 -2.17220 -1.55905 -0.2 0.2 0.0 0.003
H -3.32850 -0.67318 -2.47916 -0.1 -0.2 0.2 -0.002
H -1.90729 -1.84114 0.57414 -0.2 0.1 0.1 0.000
H -3.50712 -1.39917 1.28812 0.2 0.1 -0.1 0.001
H -2.70501 0.95111 1.63470 0.2 -0.1 0.0 0.000
H -1.78571 -0.25608 2.55557 0.0 0.1 -0.2 -0.002
H -0.42047 2.60559 1.09516 -0.1 -0.1 -0.2 0.001
H -1.82910 2.15086 0.09718 0.2 0.0 0.1 0.001
O 2.03563 1.12673 0.52041 1.5 2.7 -1.3 -0.001
C 2.90597 0.62333 -0.43859 1.1 -0.1 -1.7 0.001
C 3.04100 -0.89286 -0.31961 1.5 0.2 -0.2 0.008
O 1.71807 -1.46538 -0.12651 1.0 -1.9 -3.0 0.116
C 0.98159 -1.72584 -1.25804 -0.6 -0.7 -0.4 0.843
Sn 0.96708 -0.19073 1.22548 1.0 -3.7 7.8 0.014
H 3.92305 1.04983 -0.36189 -0.5 0.0 0.1 -0.002
H 2.53787 0.85710 -1.45916 0.2 0.1 0.3 0.004
H 3.60386 -1.16700 0.58257 -0.2 -0.1 -0.2 0.005
H 3.50574 -1.36105 -1.19637 -0.1 0.1 0.3 -0.009
H 0.15530 -2.40177 -1.04045 0.2 0.2 -0.1 0.038
H 1.46161 -1.78144 -2.23459 0.1 0.2 0.4 0.021
H 0.25950 0.92366 -1.40482 -0.3 0.7 0.4 0.021
```
Positions in Å, forces in eV/Å.

**Spin multiplicity**: 2
**HOMO level (alpha / beta)**: -0.5734 / -0.5754 Eh
**<S²>**: 0.754
**Net charge**: +2